(1)
Formula: C38H49Cl3F6N3O7ReS2SbSi4
Source: the Open Molecules 2025 dataset
Level of theory: the ωB97M-V functional and the def2-TZVPD basis

Output
**2S+1**: 4
**HOMO level (spin up / spin down)**: -8.315 / -8.971 eV
**Frontier orbital gap (spin up / spin down)**: 0.253 / 0.237 Eh
**F_max**: 1.27 eV/Å
**LUMO (spin up / spin down)**: -1.4 / -2.5 eV

Structure (XYZ):
```
114
Properties=species:S:1:pos:R:3:forces:R:3
Re 0.2944 -0.3244 -1.3865 -0.1 0.2 -0.7
Sb -0.1165 -1.4041 1.8214 -0.3 1.0 0.1
Cl -0.4185 -1.7828 -4.6279 0.0 0.1 0.0
Cl 1.6425 0.6643 -4.8428 0.0 0.3 -0.1
Cl 2.5777 -2.3901 -3.9430 0.3 0.0 -0.3
S 3.3401 0.1969 1.5203 0.6 0.2 0.1
S 3.1485 0.8740 -1.2712 0.8 0.9 -0.2
Si 1.2156 -0.9101 -3.6180 -0.3 -0.3 0.0
Si 2.2117 -3.9318 -0.4453 0.6 -0.7 -0.3
Si 0.1923 1.8582 3.1917 -0.1 0.2 0.1
Si -0.0977 -5.1458 1.3158 0.0 -0.4 0.3
F 4.8957 2.3965 1.6241 -0.1 -0.1 0.0
F 3.9375 2.7014 -2.9525 0.0 0.1 0.0
F 4.7061 1.4007 3.5272 -0.3 -0.2 -0.1
F 5.9332 0.5247 1.9835 0.0 0.0 0.0
F 3.7211 3.4052 -0.9155 0.1 0.0 0.1
F 5.4247 2.1859 -1.4735 0.0 -0.1 0.0
O -2.0748 2.1787 -3.7275 0.1 -0.1 -0.1
O -0.7423 2.2654 -0.4942 0.1 0.3 0.1
O 1.7561 1.4217 -1.1525 -0.1 -1.1 0.3
O -0.8341 0.7547 -2.5541 0.2 0.2 0.4
O 1.0895 -0.9485 0.1003 -0.4 0.0 0.4
O 3.3217 0.0876 -2.4659 0.2 -0.3 0.3
O 3.6737 -1.1455 2.0168 -0.3 0.1 -0.1
N -0.9269 -2.0949 -1.4173 -0.3 -0.4 0.1
N -2.9404 1.2664 3.0847 0.1 -0.2 0.0
N 3.8774 0.3648 -0.0239 -0.5 0.0 -0.1
C -0.6762 -3.3604 -0.9207 -0.2 0.1 -0.3
C 0.4643 -6.8466 0.6923 0.1 0.2 -0.1
C 0.3883 4.9468 -1.1877 0.0 0.0 0.0
C -1.5036 -4.4116 -1.3645 0.2 -0.1 0.1
C 0.6301 3.8810 -3.3234 0.0 0.0 0.0
C -0.8478 3.1211 4.1137 0.0 -0.1 0.0
C -4.0310 5.4010 -2.1606 0.0 0.0 -0.1
C 3.4868 -2.6669 -0.9420 -0.5 0.5 0.3
C -2.0597 -1.9233 -2.1381 -0.1 0.2 0.1
C -2.3670 3.8384 -1.3910 -0.1 -0.1 0.1
C -1.9253 -5.4982 1.6930 0.0 0.4 -0.1
C 1.6263 4.7903 -3.6567 0.0 0.0 0.0
C -2.9372 3.8750 -0.1256 0.1 0.1 0.0
C 2.0045 5.7752 -2.7592 0.0 0.0 0.0
C 1.3446 2.8973 2.1058 0.0 -0.2 0.0
C 1.9412 -5.0423 -1.9628 -0.1 -0.1 0.2
C 1.3834 5.8505 -1.5192 0.0 0.0 0.0
C -4.0662 4.6507 0.1157 0.0 0.0 0.0
C -2.9305 -2.9179 -2.5018 0.0 -0.1 0.0
C -2.9103 4.6251 -2.4067 -0.1 0.0 0.1
C -0.8346 0.6790 2.1184 0.3 -0.4 0.3
C -4.2901 1.1194 0.6688 -0.1 -0.2 0.0
C 0.3612 -3.7430 0.0511 0.1 0.0 -0.1
C 0.6810 -4.7584 2.9906 0.0 0.2 -0.2
C 4.1323 2.3890 -1.6741 -0.4 0.2 -0.2
C 4.8112 1.1923 2.2077 0.0 0.2 -0.2
C -2.1644 -1.9980 1.3659 0.4 -0.2 0.1
C -2.2695 0.9267 1.9698 -0.4 0.2 -0.3
C -4.9774 1.4285 1.8330 0.1 0.0 0.0
C -4.6212 5.4074 -0.9022 0.0 0.0 0.0
C -2.9370 0.8605 0.7355 0.0 -0.1 0.1
C 3.1629 -4.8125 0.9299 -0.3 0.0 0.0
C 0.0056 3.9531 -2.0876 0.1 -0.1 0.0
C -1.3876 1.9441 -2.7760 -0.2 0.2 0.4
C 1.1040 0.7887 4.4434 0.1 0.1 -0.2
C -2.6086 -4.2170 -2.1543 -0.1 0.0 -0.1
C -1.1113 3.0043 -1.6552 0.0 -0.2 -0.3
C -4.2477 1.4951 3.0098 0.0 -0.1 0.1
H -2.4539 4.6286 -3.3859 0.0 0.0 0.0
H 1.6363 2.4100 1.1746 0.0 0.0 0.0
H -0.0601 -4.3052 3.6548 0.0 0.0 0.0
H -2.4938 3.3066 0.6805 0.0 0.1 -0.1
H -2.3126 -4.8727 2.4994 0.0 0.0 0.0
H 2.9071 -5.4347 -2.2959 0.0 0.0 0.0
H 1.7587 1.4018 5.0680 0.0 0.0 0.0
H 0.3950 0.2752 5.0982 0.0 0.0 0.0
H 3.4059 -4.0789 1.7031 0.0 0.0 0.0
H -4.7328 1.7426 3.9494 0.0 0.0 0.0
H -2.2225 -3.0706 1.2342 0.0 -0.1 0.0
H -6.0419 1.6192 1.8268 0.0 0.0 0.0
H 4.1106 -5.1461 0.4975 0.0 0.0 -0.1
H -1.4610 3.7170 3.4325 0.0 0.0 0.0
H 1.2819 -5.8918 -1.7781 0.0 0.0 0.0
H 0.3404 3.1277 -4.0432 0.0 0.0 0.0
H -5.5007 6.0114 -0.7161 0.0 0.0 0.0
H -2.6378 -1.5135 0.5254 0.0 0.1 -0.1
H 1.4404 -6.8565 0.2117 -0.1 -0.1 0.0
H -1.9939 -6.5361 2.0307 0.1 0.0 0.0
H -4.5024 4.6608 1.1076 0.0 0.0 0.0
H 2.1087 4.7186 -4.6236 0.0 0.0 0.0
H 3.0846 -1.8021 -1.4598 0.2 -0.3 0.0
H -2.3729 0.6649 -0.1660 -0.1 -0.1 0.0
H 2.6948 -5.6717 1.4057 0.1 0.0 0.0
H 4.2135 -3.1452 -1.6016 -0.1 -0.1 0.0
H -0.2603 -7.2718 -0.0083 0.0 0.1 0.0
H -2.7029 -1.7241 2.2796 0.1 0.0 0.0
H -2.2634 -0.9158 -2.4630 0.1 0.1 0.0
H 2.7795 6.4844 -3.0219 0.0 0.0 0.0
H -0.1857 3.8046 4.6563 0.0 0.0 -0.1
H 1.6667 6.6218 -0.8134 0.0 0.0 0.0
H 0.8756 3.8554 1.8629 -0.1 0.0 0.0
H 1.5195 -4.4640 -2.7890 0.0 -0.1 0.1
H 0.5098 -7.5216 1.5522 0.0 0.1 0.0
H -3.2115 -5.0538 -2.4835 0.0 0.0 0.0
H 3.9960 -2.2935 -0.0527 0.0 -0.1 0.0
H 1.5187 -4.0673 2.9090 0.0 0.0 0.1
H -2.5961 -5.3943 0.8378 0.0 0.0 0.1
H 1.0380 -5.6746 3.4669 0.0 0.0 0.0
H -3.8047 -2.6751 -3.0882 0.0 0.0 0.0
H 2.2677 3.1271 2.6463 0.0 0.0 0.0
H 1.7277 0.0302 3.9630 0.0 0.0 0.1
H -1.5172 2.6450 4.8284 0.0 0.0 0.0
H -4.8059 1.0796 -0.2834 0.0 0.0 0.0
H -4.4400 6.0126 -2.9554 0.0 0.0 0.0
H -0.1176 5.0328 -0.2305 0.0 0.0 0.0
H -1.2247 -5.4168 -1.0796 0.0 0.0 0.1
H 0.0073 2.7064 -0.0724 0.1 -0.1 -0.1
```
Positions in Å, forces in eV/Å.

---

(2)
Formula: C38H50BrF6N2O21
Source: the Open Molecules 2025 dataset
Level of theory: the ωB97M-V functional and the def2-TZVPD basis

Output
**HOMO level**: -10.774 eV
**Total charge**: +1
**Frontier orbital gap**: 0.257 Eh
**F_max**: 2.14 eV/Å
**LUMO**: -3.8 eV
**Energy relative to the best compared isomer or geometry (same formula, charge and spin)**: 0.00 kJ/mol

Structure (XYZ):
```
118
Properties=species:S:1:pos:R:3:forces:R:3
Br -2.6370 2.0656 -7.6773 -0.1 0.1 0.0
F 3.9115 2.5896 5.9922 0.0 -0.1 0.0
F 7.0694 -1.9933 -1.8945 0.0 -0.1 0.0
F 10.9961 -7.4138 -0.3422 0.0 0.0 0.0
F -6.9411 -0.7176 5.9518 0.1 0.0 0.0
F 0.7062 -4.1264 2.8079 -0.1 0.0 0.0
F 6.5743 -0.7220 3.4803 0.1 0.1 0.0
O 3.8007 2.3299 2.5592 0.0 0.0 0.1
O 4.2784 -4.6325 0.3386 -0.1 0.0 0.0
O 7.8519 -2.4950 2.9584 -0.1 -0.3 0.0
O 9.4663 -8.9112 0.3798 -0.3 0.2 0.0
O -7.0446 0.8640 2.8948 -0.1 0.1 0.2
O -1.8247 4.7928 -6.6154 -0.1 -0.3 0.3
O 4.0176 1.0319 4.3595 0.3 0.0 -0.1
O -5.7459 0.7357 4.7007 -0.1 0.3 0.0
O -5.0211 1.8488 2.8791 0.0 0.0 0.0
O 8.8455 -2.8865 4.9135 -0.1 0.1 -0.1
O 0.9443 3.4599 -2.6054 -0.2 0.2 -0.1
O 8.9369 -8.0171 2.3558 0.0 0.0 -0.1
O 8.1309 -10.0467 1.8051 0.0 -0.1 0.0
O 0.3983 -2.5729 -0.2511 0.0 -0.1 0.1
O 5.1130 -2.6187 0.8737 0.0 0.1 -0.1
O -0.5987 3.5847 -1.0432 -0.3 -0.5 -0.1
O 5.5600 -3.4946 -1.1304 -0.3 0.2 0.0
O -0.7292 -3.9721 1.0666 0.1 -0.2 -0.2
O 9.4992 -4.0316 3.0871 0.1 0.0 -0.1
O 3.7821 0.0936 2.3204 -0.1 0.0 0.0
O -1.7046 -3.1546 -0.7955 -0.1 0.1 0.0
N -3.7961 3.7365 -5.7505 -0.2 0.0 0.4
N -5.5692 0.6147 -3.5895 0.6 -0.2 -0.1
C -0.2864 1.4671 -2.2001 -0.1 -0.3 0.6
C -0.7719 -3.2273 -0.0632 -0.1 0.1 -0.1
C -5.1666 3.0076 -3.9113 0.1 0.3 0.1
C -5.4745 2.8894 -1.3875 -0.7 1.0 0.1
C 0.6358 -4.0743 1.4605 -0.1 0.2 0.2
C 0.0939 2.8855 -1.9728 2.1 -0.1 -0.4
C -3.1744 4.9084 -6.4555 -0.1 0.4 -0.5
C -7.7058 -0.0188 3.8107 -0.2 0.0 -0.1
C -3.6299 2.4631 -6.1437 0.3 -0.2 -0.4
C 3.7819 3.2019 3.6956 0.1 0.2 -0.1
C -0.4096 0.4623 -1.2831 -0.1 0.3 -0.5
C 4.9240 -3.6772 0.0577 0.1 -0.2 0.1
C -1.0694 4.7449 -5.3957 0.4 0.0 -0.1
C 8.8105 -3.2214 3.6053 0.1 0.0 0.0
C -5.0733 -0.8689 -1.5950 0.4 -0.2 -0.2
C 9.8075 -7.5410 0.2971 0.3 -0.2 0.1
C 4.4114 2.3326 4.7630 -0.3 0.0 0.1
C 7.9598 -1.7789 5.1180 0.0 0.0 0.2
C -6.0184 3.3995 -2.7381 -0.1 -0.6 -0.2
C -7.0426 0.3428 5.1226 0.1 -0.3 0.0
C 7.0182 -1.9184 3.9418 0.0 0.2 -0.1
C -5.8539 1.2121 3.4348 0.0 0.0 0.1
C 8.7779 -9.0918 1.5460 0.1 -0.1 0.1
C 6.0499 -1.7387 0.2415 0.1 0.4 0.1
C -4.1944 1.4232 -5.4397 -0.3 0.2 0.3
C 9.8959 -7.1412 1.7524 0.0 0.3 0.1
C 3.8570 1.0562 3.0095 -0.1 -0.1 -0.1
C -4.4122 -0.5342 -0.2589 -0.3 -0.2 0.6
C -5.3381 -0.8708 0.9157 -0.1 0.1 -0.3
C -4.5032 -0.0997 -2.7881 -0.2 0.1 0.1
C 1.2150 -2.7920 0.9105 0.4 0.1 -0.1
C -4.0099 3.6324 0.5390 0.2 1.1 -0.8
C -5.1140 4.0596 -0.4487 0.2 -0.7 -0.1
C -1.9019 3.1103 -0.6549 0.0 0.4 0.1
C -2.6421 4.2046 0.0865 0.0 -0.4 0.2
C -4.5543 3.9862 -4.6556 -0.1 -0.1 0.1
C 5.9080 -2.1197 -1.2152 0.2 -0.2 0.1
C -4.9747 1.6744 -4.3106 0.1 -0.1 -0.2
H 2.7511 3.4552 3.9457 0.0 -0.1 0.1
H -3.7875 0.6516 -2.4522 0.0 0.0 0.0
H -5.8626 -0.0669 -4.2835 -0.3 0.0 0.1
H -7.5120 1.1698 5.6575 0.0 0.0 0.1
H -8.7784 0.1512 3.8076 0.0 0.2 -0.1
H 5.5009 2.3813 4.8049 0.0 0.0 0.1
H -4.6054 2.2584 -1.5389 0.0 -0.1 0.0
H -7.0059 2.9684 -2.9062 -0.1 0.1 -0.1
H 5.8016 -0.6999 0.4413 -0.2 -0.1 0.1
H -6.3487 -0.5240 0.6928 0.0 0.0 0.1
H 6.1610 -2.5700 4.1163 -0.1 0.1 0.0
H -3.9230 2.5484 0.5278 -0.2 -0.1 0.5
H 9.0414 -7.0133 -0.2738 0.1 0.0 -0.1
H -0.2111 4.1053 -5.5790 0.0 0.0 0.0
H 1.0683 -4.9845 1.0444 0.0 0.0 0.1
H -2.0670 4.5496 0.9439 0.2 0.0 0.0
H -4.9089 -1.9314 -1.7786 -0.2 -0.1 0.0
H -6.1498 -0.7136 -1.5397 0.0 0.2 0.0
H -5.0161 -0.3787 1.8304 0.2 -0.2 -0.1
H 8.5256 -0.8474 5.0695 -0.1 0.0 -0.1
H -2.7750 5.0421 -0.5964 0.0 0.2 0.1
H -5.3839 -1.9477 1.0679 0.0 -0.1 0.1
H -6.2692 2.3272 -0.9027 0.2 -0.5 0.0
H -0.7005 5.7367 -5.1433 -0.1 0.1 0.1
H 4.3391 4.1122 3.4949 0.1 -0.1 -0.2
H 10.8852 -7.3444 2.1644 0.1 -0.1 -0.1
H -1.6289 4.3146 -4.5652 -0.1 0.1 0.0
H -4.6845 5.0231 -4.3853 0.1 0.1 -0.1
H -4.0264 0.4059 -5.7583 0.0 0.0 -0.1
H -3.6447 4.9777 -7.4348 0.2 -0.2 -0.1
H 7.4625 -1.8500 6.0808 0.1 -0.2 0.0
H -4.1253 0.5182 -0.1890 -0.1 0.0 -0.2
H -0.4966 1.2202 -3.2421 -1.6 0.5 0.1
H -6.1311 4.4817 -2.7412 0.0 0.1 0.1
H -3.9584 -0.7735 -3.4525 0.1 0.0 0.0
H -3.5164 -1.1373 -0.1144 0.3 0.1 -0.3
H -7.5010 -1.0533 3.5326 0.1 0.0 0.1
H -2.4611 2.8624 -1.5618 0.0 -0.2 0.0
H 0.4124 0.0500 -0.7071 -0.3 1.2 1.4
H 7.0508 -1.9472 0.6191 0.0 -0.1 -0.2
H -4.7827 4.8924 -1.0713 0.1 0.2 0.2
H -1.8358 2.2235 -0.0289 0.1 -0.1 0.0
H 5.1238 -1.5827 -1.7517 0.1 0.0 -0.1
H -3.4710 5.8012 -5.9005 0.0 -0.1 0.3
H -1.3922 0.0073 -1.1662 0.5 -1.6 -1.2
H -4.2639 3.9716 1.5359 0.1 -0.2 0.2
H -5.9928 4.4057 0.0930 -0.2 -0.1 -0.1
H 1.0925 -1.9571 1.6018 -0.1 -0.1 0.1
H 9.6428 -6.1005 1.9288 -0.2 -0.1 0.1
H 2.2631 -2.8808 0.6432 -0.1 0.0 -0.2
```
Positions in Å, forces in eV/Å.

---

Q: Which of these has the highest F_max?
A: C38H50BrF6N2O21

---

Q: F_max of number 2 (C38H50BrF6N2O21)?
A: 2.14 eV/Å

---

Q: What is the formula in the first record?
A: C38H49Cl3F6N3O7ReS2SbSi4

---

Q: Which of these has the highest F_max?
A: C38H50BrF6N2O21